Record 1
Entry from the Open Molecules 2025 dataset: a cluster of 2 separate species, C2H5NOS in total in a non-equilibrium geometry (ωB97M-V/def2-TZVPD).

## Properties
ΔE to the lowest compared entry with this formula, charge and spin, eV: 6.152
Kohn-Sham gap (alpha / beta), eV: 8.13 / 8.12
Molecular weight, g/mol: 91.13
Strongest force on any atom, eV Å⁻¹: 4.52

Last column: natural (NBO) charge in e.
Positions of all 10 atoms, in Å:
C -0.335 -1.534 -1.154  -0.4738
C 0.540 -0.686 -0.737  -0.2277
N 0.653 0.962 1.970  -1.1066
O -1.553 1.626 0.465  -0.8993
S -0.140 1.239 0.665  1.6039
H -0.081 -2.193 -1.950  0.2112
H -1.303 -1.868 -0.869  0.2309
H 1.547 -0.332 -1.183  0.2167
H 0.092 0.509 2.749  0.3940
H 0.579 2.279 0.045  0.0508

***

Record 2
Entry from the Open Molecules 2025 dataset: a structure of composition C2H4O3S in a non-equilibrium geometry (ωB97M-V/def2-TZVPD).

## Properties
Spin multiplicity: 3
ΔE to the lowest compared entry with this formula, charge and spin, eV: 2.685
Kohn-Sham gap (alpha / beta), eV: 6.39 / 8.15
Molecular weight, g/mol: 108.12
Strongest force on any atom, eV Å⁻¹: 5.28

Last column: Löwdin spin population.
Positions of all 10 atoms, in Å:
C -0.255 0.003 -0.175  0.6731
C -1.354 -0.810 -0.700  0.1796
O 1.887 1.164 2.407  0.0158
O 1.777 1.663 0.094  0.0757
O 0.602 -0.581 0.479  0.8957
S 2.279 0.764 1.130  0.0234
H -0.122 0.904 -0.592  0.0825
H -2.322 -0.609 -0.371  0.0271
H -1.202 -1.887 -0.477  0.0000
H -1.288 -0.611 -1.794  0.0270

***

Record 3
Entry from the Open Molecules 2025 dataset: a structure of composition C18H22IrO4S6 in a non-equilibrium geometry (ωB97M-V/def2-TZVPD).

## Properties
Charge: +1
ΔE to the lowest compared entry with this formula, charge and spin, eV: 3.084
Kohn-Sham gap (alpha / beta), eV: 6.88 / 6.96
Molecular weight, g/mol: 686.99
Strongest force on any atom, eV Å⁻¹: 2.79

Last column: natural (NBO) charge in e.
Positions of all 51 atoms, in Å:
Ir -1.388 0.020 -0.191  0.5876
C -4.317 2.747 -0.172  -0.5478
C -3.028 3.361 0.367  -0.5312
S -1.506 2.351 0.546  0.4008
C -0.443 2.981 -0.771  -0.5505
C -0.965 2.710 -2.152  -0.5753
S -1.092 0.917 -2.470  0.4561
C -2.759 0.771 -3.205  -0.5329
C -3.943 0.948 -2.271  -0.5808
S -4.436 2.667 -1.980  0.2135
H -5.136 3.402 0.125  0.2550
H -4.515 1.761 0.248  0.2444
H -3.193 3.703 1.388  0.2514
H -2.730 4.215 -0.241  0.2409
H 0.507 2.473 -0.593  0.2571
H -0.291 4.051 -0.619  0.2512
H -0.275 3.125 -2.888  0.2532
H -1.953 3.135 -2.315  0.2601
H -2.765 -0.237 -3.621  0.2594
H -2.773 1.484 -4.031  0.2481
H -3.718 0.518 -1.304  0.2494
H -4.803 0.418 -2.678  0.2541
O 0.690 -0.050 0.146  -0.9672
S 1.204 -1.007 1.241  1.2701
C 2.121 -2.233 0.335  -0.1835
C 2.168 -2.192 -1.046  -0.2362
C 2.869 -3.189 -1.713  -0.1909
C 3.491 -4.202 -0.997  -0.1805
C 3.423 -4.231 0.392  -0.1748
C 2.727 -3.245 1.070  -0.2341
C 2.533 -0.125 2.006  -0.2966
C 2.665 -0.249 3.381  -0.1946
C 3.703 0.422 4.015  -0.1958
C 4.569 1.210 3.270  -0.1668
C 4.420 1.321 1.889  -0.2115
C 3.397 0.650 1.245  -0.1409
H 1.667 -1.399 -1.586  0.2359
H 2.922 -3.178 -2.793  0.2297
H 4.028 -4.979 -1.525  0.2320
H 3.904 -5.027 0.944  0.2326
H 2.659 -3.259 2.153  0.2297
H 1.968 -0.857 3.947  0.2354
H 3.830 0.334 5.085  0.2354
H 5.371 1.742 3.766  0.2329
H 5.111 1.926 1.317  0.2310
H 3.269 0.722 0.171  0.2257
O -4.985 -2.857 1.314  -0.8608
S -4.065 -3.615 0.535  2.4354
O -2.989 -4.280 1.188  -0.8597
O -4.433 -4.012 -0.781  -0.8634
S -2.716 -1.663 -0.137  -0.4320

***

Record 4
Entry from the Open Molecules 2025 dataset: an isolated molecule of C5H6 in a non-equilibrium geometry (ωB97M-V/def2-TZVPD).

## Properties
ΔE to the lowest compared entry with this formula, charge and spin, eV: 0.364
Kohn-Sham gap, eV: 9.75
Molecular weight, g/mol: 66.10
Strongest force on any atom, eV Å⁻¹: 3.78
SMILES: C1=CCC=C1

Last column: natural (NBO) charge in e.
Positions of all 11 atoms, in Å:
C 1.295 0.001 0.077  -0.2334
C 0.516 -1.076 -0.050  -0.1870
C -0.936 -0.604 0.043  -0.5015
C -0.830 0.845 0.001  -0.1696
C 0.486 1.251 -0.010  -0.2362
H 2.375 0.026 0.036  0.2092
H 0.826 -2.113 -0.106  0.2116
H -1.460 -0.912 -0.841  0.2381
H -1.437 -0.970 0.931  0.2447
H -1.798 1.381 -0.015  0.2118
H 0.963 2.172 -0.066  0.2124